C13H52O13 | ωB97M-V/def2-TZVPD

The calculation puts the HOMO-LUMO gap at 10.269 eV.

Positions of all 78 atoms, in Å:
H -4.229 0.468 -3.635
H -1.045 -5.322 0.244
O -0.864 1.030 -0.274
C -1.566 -4.976 1.083
O -3.672 0.668 -2.884
H -0.922 -5.138 1.986
H -0.281 1.187 -1.036
H -0.784 -0.430 -5.262
C 2.279 2.427 2.707
H 1.166 4.763 -2.981
H 4.379 0.184 2.056
O 1.637 0.149 -1.766
H -4.270 -0.373 1.633
O 0.280 -0.782 3.457
H 4.317 1.801 0.767
H -3.156 4.272 1.567
O -2.780 0.050 3.060
H 1.616 -1.175 1.204
H -3.241 2.519 -2.008
C 0.770 4.647 -1.959
O -0.435 -3.496 -2.878
H 3.680 0.137 -2.170
O -1.502 3.185 1.004
O 0.660 -1.133 -3.870
C -3.483 2.092 -2.978
H -0.132 0.850 -4.403
H 0.770 -5.030 -2.326
C 5.118 0.159 1.237
C -0.412 -0.211 -4.251
H -4.225 -1.552 2.972
H -0.928 3.818 -1.325
H -4.342 2.647 -3.390
H -0.587 -0.368 3.157
H 1.275 -0.568 -3.292
H 6.129 0.038 1.739
H 1.635 -3.573 -2.431
H 2.546 3.385 3.160
H -2.882 -1.588 1.743
H -0.999 -0.979 -1.112
H -3.350 0.570 3.599
H 1.329 2.118 3.134
O 1.801 -1.596 0.344
O 5.019 1.263 0.401
H -2.480 -0.257 -0.425
H 2.283 -3.651 0.042
H 3.116 1.510 -1.121
C 0.687 -3.991 -2.087
H 1.058 -3.351 1.319
H -3.092 2.656 2.358
H -1.291 2.447 0.427
H 4.771 -0.710 0.710
O -1.847 -3.664 0.803
C 0.128 -0.759 4.850
H 0.190 0.231 5.333
H 1.498 2.092 1.019
C 2.889 0.863 -1.945
H 2.728 -2.936 1.602
H 1.361 3.863 -1.455
H 3.043 1.730 3.049
H 0.834 5.593 -1.446
H -1.204 -0.884 0.664
O -0.638 4.240 -2.134
H -2.588 2.257 -3.605
H 1.715 -0.409 -0.991
C -2.878 3.190 1.391
H -0.242 -2.677 -3.332
C 1.983 -2.972 0.833
H 2.743 1.546 -2.795
H -2.091 -3.662 -0.102
H -1.196 -0.288 -3.495
C -1.409 -0.366 -0.299
H -3.586 2.783 0.635
H -0.821 -1.226 5.171
H 0.507 -3.911 -0.990
C -3.543 -0.915 2.348
H 1.066 -1.262 5.166
O 2.384 2.407 1.321
H -2.398 -5.653 1.158


C13H5Cl2F4O4S | ωB97M-V/def2-TZVPD

The net charge is -1. The calculation puts the HOMO-LUMO gap at 5.175 eV.

Positions of all 29 atoms, in Å:
H 1.793 3.006 -4.755
O -0.968 -0.861 -1.194
F 2.437 -3.562 3.642
C 0.460 0.733 0.368
Cl -0.541 4.003 -6.043
H -2.461 2.694 -4.401
C -1.153 -2.824 3.553
O 1.542 -0.650 -1.456
H 0.640 1.797 0.359
C -0.024 1.209 -2.469
C 1.367 -1.497 3.346
Cl -0.538 0.258 1.583
C 0.073 -3.560 3.839
C -0.349 2.946 -4.688
C -1.146 -1.498 3.274
C -1.303 1.553 -2.931
C 1.074 1.735 -3.140
C 0.931 2.601 -4.234
O 0.064 0.353 4.195
F -2.304 -0.786 3.349
O 0.059 -4.754 4.171
F -2.298 -3.526 3.593
F 2.546 -0.826 3.452
C 0.121 -0.703 3.540
H 2.082 1.471 -2.851
H -2.203 1.155 -2.478
S 0.255 -0.060 -1.187
C 1.311 -2.828 3.596
C -1.469 2.421 -4.031


C13H6Cl5NO4Pt | ωB97M-V/def2-TZVPD

The net charge is -2. The calculation puts the HOMO-LUMO gap at 5.599 eV.

Positions of all 30 atoms, in Å:
Cl -0.375 -4.983 4.274
H 1.630 1.627 -1.011
C 1.877 -3.464 1.315
H -0.148 3.723 -4.764
C 1.535 0.333 -4.146
Cl 3.505 -3.611 0.714
C 1.545 0.729 -1.635
O -1.198 1.150 -1.026
O -2.159 0.142 -2.631
C 0.166 -4.073 2.889
N -2.120 1.127 -1.924
H 2.475 0.158 -1.577
C 0.656 2.371 -3.316
Cl 2.278 -1.228 -3.913
C 0.340 2.768 -4.602
C 1.231 0.715 -5.442
H 0.375 2.234 -6.692
O 1.356 -1.936 -0.428
C 1.463 -4.205 2.440
C 0.626 1.940 -5.680
H 0.401 3.004 -2.475
Cl -2.371 -3.052 2.774
C 1.259 1.136 -3.033
H 1.460 0.039 -6.256
Pt 0.096 -0.414 -0.777
C 1.022 -2.598 0.652
C -0.348 -2.461 1.105
C -0.723 -3.212 2.225
O -1.140 -1.679 0.455
Cl 2.575 -5.279 3.238


C13H7AsCrF5O6S2 | ωB97M-V/def2-TZVPD

The net charge is +1. The calculation puts the HOMO-LUMO gap at 6.719 eV.

Positions of all 35 atoms, in Å:
H -1.278 1.675 2.294
F 1.766 2.880 0.621
H 2.179 -0.469 -2.811
H 0.555 1.341 2.386
C -1.334 5.578 0.743
C -0.430 -3.465 -0.133
O -1.128 -2.436 0.499
F 0.055 7.036 1.941
C 1.443 -4.312 -1.363
H 2.401 -4.163 -1.849
O -1.371 -1.004 -1.459
C -0.957 -4.736 -0.030
O -2.308 -0.430 0.624
As 1.779 -1.623 -0.954
S -2.240 -1.603 -0.425
C -1.503 4.353 0.116
Cr -0.562 0.205 0.437
C 0.922 4.954 1.309
C 0.907 -5.590 -1.288
C 0.734 3.738 0.669
O 0.947 -0.467 0.257
H -0.697 -6.797 -0.545
S -0.728 1.912 -0.832
F 2.083 5.238 1.872
C -0.285 -5.801 -0.620
H 1.434 -6.417 -1.740
F -2.319 6.451 0.777
F -2.668 4.086 -0.451
C -0.481 3.407 0.074
C 0.771 -3.223 -0.800
C -0.117 5.878 1.344
C -0.398 1.176 1.892
O 1.352 -0.751 -2.386
H -1.878 -4.885 0.513
O 3.352 -1.738 -0.680